{
  "formula": "C6H16S2",
  "method": "ωB97M-V/def2-TZVPD",
  "species": ["S", "C", "C", "C", "H", "H", "H", "H", "H", "H", "H", "H", "S", "C", "C", "C", "H", "H", "H", "H", "H", "H", "H", "H"],
  "positions_angstrom": [[-1.234, 1.673, -0.542], [-1.088, 2.171, 1.225], [-3.818, 0.516, -0.100], [-2.278, 0.166, -0.503], [-2.027, 2.608, 1.606], [-0.266, 2.881, 1.419], [-0.885, 1.238, 1.776], [-3.898, 1.099, 0.832], [-4.292, -0.467, 0.057], [-4.366, 1.047, -0.896], [-2.189, -0.248, -1.526], [-1.897, -0.597, 0.203], [2.870, -0.864, 1.156], [3.331, 0.508, 0.079], [1.141, -1.803, -0.848], [2.432, -2.095, -0.086], [3.770, 1.332, 0.666], [2.411, 0.873, -0.406], [4.049, 0.213, -0.705], [1.142, -0.724, -1.077], [0.247, -2.034, -0.244], [1.080, -2.364, -1.795], [3.282, -2.098, -0.795], [2.484, -3.029, 0.505]],
  "total_charge": 0,
  "homo_lumo_gap_ev": 9.28,
  "e_above_lowest_kcal_mol": 16.75,
  "spin_multiplicity": 1,
  "e_lumo_ev": 0.88,
  "smiles": "CCSC.CCSC"
}